No. 1
Entry from OMol25: a 4-piece molecular cluster, C34H62N6O5S2 overall (the ωB97M-V functional and the def2-TZVPD basis).

Last column: Löwdin charge in e.
Atoms and positions in Å:
1 C -2.97 3.21 4.81  -0.15
2 C -4.47 2.66 4.43  -0.28
3 C -4.74 2.44 2.83  -0.21
4 C -3.64 1.36 2.26  -0.22
5 C -4.29 0.26 1.19  -0.20
6 C -3.67 0.65 -0.29  -0.23
7 C -3.86 -0.51 -1.43  -0.21
8 C -3.38 -0.02 -2.96  -0.21
9 C -2.12 -0.95 -3.54  -0.20
10 C -1.98 -0.85 -5.20  -0.20
11 C -1.69 0.74 -5.52  -0.24
12 C -0.67 1.02 -6.77  -0.22
13 C 0.91 0.74 -6.46  -0.18
14 C 1.44 1.24 -4.99  -0.03
15 C 1.03 2.63 -4.22  -0.13
16 N 0.09 3.60 -4.91  0.01
17 C 1.63 2.99 -2.70  -0.07
18 C 1.05 4.42 -2.06  -0.22
19 S -0.76 4.06 -1.59  0.79
20 O -1.22 4.83 -0.33  -0.43
21 O -0.81 2.53 -1.24  -0.46
22 C 2.71 2.01 -1.90  -0.02
23 C 3.30 2.41 -0.42  -0.18
24 C 3.17 1.24 0.72  -0.21
25 C 1.58 0.94 1.16  -0.16
26 C 1.29 -0.65 0.91  -0.23
27 N 1.13 -1.30 2.27  -0.04
28 C 0.36 -2.60 2.07  -0.39
29 N -1.00 -2.56 1.87  0.09
30 N 1.07 -3.94 2.07  0.04
31 C 3.16 0.62 -2.71  -0.15
32 N 4.17 -0.43 -2.21  -0.27
33 S 4.21 -1.66 -3.50  0.86
34 N 3.09 -1.07 -4.73  -0.29
35 C 2.52 0.24 -4.21  -0.16
36 H -2.55 2.55 5.69  0.07
37 H -2.96 4.34 5.18  0.08
38 H -2.19 3.15 3.93  0.07
39 H -5.24 3.39 4.95  0.11
40 H -4.59 1.59 4.94  0.09
41 H -4.55 3.48 2.31  0.11
42 H -5.83 2.08 2.58  0.10
43 H -3.11 0.79 3.15  0.11
44 H -2.81 1.94 1.68  0.10
45 H -3.90 -0.81 1.52  0.10
46 H -5.47 0.28 1.23  0.11
47 H -2.50 0.79 -0.14  0.10
48 H -4.12 1.70 -0.58  0.12
49 H -4.98 -0.86 -1.44  0.11
50 H -3.18 -1.42 -1.13  0.10
51 H -3.10 1.11 -2.85  0.09
52 H -4.33 -0.07 -3.66  0.11
53 H -1.14 -0.50 -3.03  0.12
54 H -2.27 -2.09 -3.22  0.11
55 H -3.00 -1.17 -5.72  0.12
56 H -1.08 -1.51 -5.57  0.11
57 H -2.73 1.23 -5.83  0.12
58 H -1.38 1.25 -4.52  0.08
59 H -0.77 2.17 -7.05  0.09
60 H -0.99 0.43 -7.75  0.13
61 H 1.53 1.33 -7.29  0.12
62 H 1.13 -0.41 -6.68  0.12
63 H 0.33 3.75 -5.91  0.09
64 H -0.91 3.36 -4.76  0.06
65 H 1.10 5.20 -2.95  0.11
66 H 1.68 4.80 -1.16  0.11
67 H -1.64 4.22 -2.69  0.08
68 H 4.47 2.62 -0.58  0.13
69 H 2.86 3.40 0.03  0.11
70 H 3.68 1.67 1.71  0.11
71 H 3.73 0.25 0.47  0.09
72 H 0.89 1.65 0.55  0.09
73 H 1.40 1.21 2.31  0.12
74 H 0.29 -0.73 0.27  0.12
75 H 2.12 -1.21 0.29  0.11
76 H 2.08 -1.48 2.71  0.08
77 H -1.32 -1.56 1.90  0.03
78 H 1.76 -3.99 1.29  0.07
79 H 1.56 -4.03 3.01  0.07
80 C 5.09 -4.23 2.86  -0.02
81 C 4.64 -3.26 3.92  -0.48
82 O 3.69 -2.51 3.73  0.03
83 C 5.41 -3.24 5.21  -0.02
84 H 4.45 -4.14 1.98  0.08
85 H 6.12 -4.01 2.57  0.09
86 H 5.02 -5.25 3.24  0.09
87 H 6.45 -2.97 5.02  0.09
88 H 5.35 -4.22 5.70  0.09
89 H 4.97 -2.49 5.88  0.09
90 C -6.59 0.46 7.20  -0.02
91 C -7.55 0.64 6.05  -0.48
92 O -7.25 1.33 5.08  0.04
93 C -8.88 -0.05 6.15  -0.03
94 H -5.67 1.01 6.99  0.07
95 H -7.03 0.84 8.12  0.09
96 H -6.34 -0.60 7.31  0.09
97 H -9.43 0.31 7.02  0.08
98 H -8.73 -1.13 6.21  0.09
99 H -9.47 0.17 5.25  0.08
100 C 9.23 -4.73 -2.61  -0.03
101 C 7.91 -4.34 -2.01  -0.49
102 O 7.50 -4.86 -0.97  0.05
103 C 7.10 -3.29 -2.73  -0.06
104 H 9.70 -5.49 -1.99  0.08
105 H 9.08 -5.14 -3.61  0.09
106 H 9.89 -3.86 -2.66  0.09
107 H 6.85 -3.64 -3.74  0.08
108 H 7.66 -2.36 -2.78  0.09
109 H 6.17 -3.11 -2.19  0.04

Calculated values
HOMO in eV: -8.310
SMILES: [H]/N=C(/N)NCCCCc1c(C[SH](=O)=O)c(N)c(CCCCCCCCCCCCC)c2nsnc12.CC(C)=O.CC(C)=O.CC(C)=O
Frontier orbital gap in eV: 6.69
Multiplicity: 1

---

No. 2
Entry from OMol25: an isolated ion of composition C13H14NO and charge +1 (the ωB97M-V functional and the def2-TZVPD basis).

Last column: Löwdin charge in e.
Atoms and positions in Å:
1 C -3.84 0.81 -0.17  -0.05
2 C -4.03 -0.57 -0.07  -0.04
3 C -2.57 1.35 -0.09  0.01
4 C -2.96 -1.43 0.11  -0.02
5 C -1.48 0.49 0.07  -0.15
6 C -1.68 -0.92 0.17  -0.15
7 C -0.12 0.83 0.11  0.10
8 C 0.67 -0.68 0.33  -0.04
9 C 0.68 2.02 -0.01  -0.37
10 C -0.40 -1.69 0.32  -0.08
11 C 2.20 1.77 0.03  -0.07
12 C 2.65 0.55 0.82  -0.09
13 C 2.62 -1.10 -1.03  0.04
14 N 2.09 -0.75 0.31  -0.12
15 O 0.23 3.12 -0.19  0.15
16 H -4.69 1.46 -0.31  0.11
17 H -5.03 -0.97 -0.14  0.11
18 H -2.40 2.41 -0.16  0.12
19 H -3.13 -2.50 0.19  0.12
20 H -0.42 -2.28 1.24  0.15
21 H -0.30 -2.41 -0.50  0.15
22 H 2.54 1.72 -1.01  0.13
23 H 2.66 2.65 0.46  0.14
24 H 3.74 0.49 0.81  0.14
25 H 2.31 0.66 1.86  0.15
26 H 2.26 -0.38 -1.77  0.11
27 H 3.71 -1.09 -1.02  0.12
28 H 2.28 -2.09 -1.31  0.11
29 H 2.40 -1.48 0.96  0.20

Calculated values
HOMO (alpha / beta) in eV: -11.570 / -12.070
Total charge: +1
SMILES: C[N@H+]1CCC(=O)C2=C1Cc1ccccc12
Frontier orbital gap (alpha / beta) in eV: 7.13 / 7.24
Multiplicity: 1

---

No. 3
Entry from OMol25: a 4-piece molecular cluster, C9H21BrN3O3 overall (the ωB97M-V functional and the def2-TZVPD basis).

Last column: Löwdin charge in e.
Atoms and positions in Å:
1 Br 1.29 -0.22 0.58  0.01
2 C -0.94 0.97 3.19  -0.05
3 C -2.04 0.14 2.69  -0.56
4 O -3.24 0.40 3.02  -0.05
5 N -1.68 -0.90 1.89  -0.08
6 C -2.56 -1.61 1.07  -0.13
7 H -1.25 1.48 4.19  0.13
8 H -0.72 1.72 2.56  0.00
9 H 0.03 0.40 3.06  0.05
10 H -0.53 -0.65 1.56  -0.02
11 H -1.97 -2.55 0.83  0.11
12 H -2.92 -1.11 0.20  0.06
13 H -3.33 -1.93 1.73  0.07
14 C -1.75 1.68 -1.22  -0.02
15 C -1.32 2.94 -0.59  -0.57
16 O -1.98 4.04 -0.65  -0.05
17 N -0.15 2.89 0.04  0.02
18 C 0.39 4.07 0.87  -0.02
19 H -2.26 0.93 -0.48  0.11
20 H -0.82 1.25 -1.55  0.05
21 H -2.35 1.97 -2.12  0.10
22 H 0.17 1.97 0.13  -0.05
23 H -0.43 4.57 1.47  0.09
24 H 0.84 4.73 0.16  0.07
25 H 1.00 3.71 1.67  0.05
26 C 2.64 -3.96 -0.72  -0.03
27 C 2.57 -3.35 -2.07  -0.53
28 O 2.65 -4.01 -3.12  -0.01
29 N 2.37 -1.97 -2.09  -0.01
30 C 2.15 -1.13 -3.33  -0.06
31 H 3.13 -3.55 0.23  0.12
32 H 2.72 -5.02 -0.64  0.07
33 H 1.71 -3.96 -0.41  0.02
34 H 2.24 -1.27 -1.29  -0.05
35 H 2.01 -1.61 -4.25  0.06
36 H 3.00 -0.34 -3.26  0.12
37 H 1.29 -0.72 -3.37  -0.02

Calculated values
HOMO in eV: -6.013
Total charge: -1
Frontier orbital gap in eV: 9.06
Multiplicity: 1

---

No. 4
Entry from OMol25: a 2-piece molecular cluster, C5H11NO overall (the ωB97M-V functional and the def2-TZVPD basis).

Last column: Löwdin charge in e.
Atoms and positions in Å:
1 C -1.80 0.35 -1.26  -0.10
2 C -0.64 -0.34 -0.61  -0.15
3 C 0.25 0.23 0.22  -0.40
4 C 0.25 1.69 0.59  -0.04
5 N 1.19 -0.55 0.94  0.07
6 C 2.13 -1.14 0.34  -0.26
7 O 2.41 -1.14 -0.98  0.05
8 H -1.74 1.43 -1.18  0.06
9 H -1.87 0.10 -2.33  0.07
10 H -2.74 0.02 -0.80  0.08
11 H -1.47 -1.58 2.10  0.04
12 H -0.58 -1.42 -0.75  0.11
13 H 1.72 -0.61 -1.42  0.10
14 H 0.65 2.31 -0.22  0.08
15 H -0.75 2.05 0.82  0.08
16 H 0.88 1.84 1.47  0.08
17 H -0.73 -1.49 2.17  0.02
18 H 2.85 -1.74 0.89  0.13

Calculated values
HOMO in eV: -8.701
SMILES: C/C=C(C)/N=C\O.[H][H]
Frontier orbital gap in eV: 9.58
Multiplicity: 1

---

It is found that the F_max values, taken in the order of the records, are 7.90 7.92 7.71 0.42 eV/Å.
It is found that the E values, taken in the order of the records, are -77091.870 -17236.882 -90330.192 -8899.415 eV.